(1)
7
Properties=species:S:1:pos:R:3:forces:R:3:mulliken_charge:R:1 method="wB97M-V/def2-TZVPD" multiplicity=1 energy_ha=-5499.13602 relative_energy_kcal_mol=38.3 lumo_energy_ev=0.17
C -0.84130 -0.58036 -0.61938 4.3 1.2 0.6 0.349
C 0.68177 0.43513 0.45401 -4.0 -2.4 -1.0 0.417
O -0.46668 -1.17510 -1.56490 -1.0 0.4 0.7 -0.369
F 0.97759 -0.41675 1.41940 0.9 -0.6 0.1 -0.180
F 0.26916 1.51384 1.06498 -0.3 1.1 -0.3 -0.167
Br -2.45339 -0.40611 0.19437 -1.6 0.0 0.5 -0.018
Br 1.83284 0.62935 -0.94848 1.6 0.5 -0.6 -0.033

(2)
54
Properties=species:S:1:pos:R:3:forces:R:3:mulliken_charge:R:1 method="wB97M-V/def2-TZVPD" smiles="CC[C@H](Cl)[C@]1(B(O)N(C)C)OS(=O)(=O)O[C@]1(C)Br.ClC(Cl)Cl.ClC(Cl)Cl.ClC(Cl)Cl.ClC(Cl)Cl" multiplicity=1 energy_ha=-9879.78065 lumo_energy_ev=0.21
C 1.18592 3.15790 -1.16469 -0.5 0.0 0.1 -1.293
C 0.55311 2.01226 -1.96395 0.1 0.0 0.0 -0.517
C 0.58923 0.65797 -1.26205 0.1 0.1 0.1 0.533
Cl -0.03803 -0.60593 -2.38650 0.0 -0.1 0.0 -0.210
C -0.19724 0.43531 0.03349 -0.2 -0.2 0.0 -0.218
B -1.82984 0.52125 -0.15328 0.1 -0.2 -0.1 0.549
O -2.31956 1.40005 -1.09062 -0.3 0.3 0.7 -0.406
N -2.74961 -0.25039 0.66845 -0.1 0.1 -0.6 -0.217
C -3.70589 0.62839 1.35704 0.0 -0.1 0.2 -1.101
C -3.46617 -1.22449 -0.18650 0.1 -0.2 0.2 -1.141
O 0.06380 1.56300 0.94998 0.2 0.1 -0.1 -0.280
S 0.03392 1.12582 2.47740 0.0 0.0 -0.2 1.221
O -1.16462 1.57949 3.08411 0.1 0.0 0.1 -0.662
O 1.29642 1.42207 3.05468 -0.1 0.1 0.1 -0.585
O -0.11210 -0.43281 2.20142 -0.1 -0.1 0.0 -0.408
C 0.28849 -0.78179 0.88256 0.3 0.3 0.0 1.157
C -0.19321 -2.17433 0.57376 -0.1 0.0 0.0 -1.131
Br 2.28846 -0.87726 0.94395 -0.1 0.0 -0.1 -0.147
H 1.99441 2.81622 -0.51775 0.1 0.0 -0.1 0.248
H 0.43438 3.62180 -0.52384 0.1 0.0 0.1 0.320
H 1.55238 3.93552 -1.83327 0.1 -0.1 0.0 0.432
H -0.46008 2.26052 -2.27405 0.0 0.0 0.0 0.179
H 1.11300 1.85813 -2.88759 0.0 0.0 0.0 0.429
H 1.63310 0.40001 -1.09700 0.0 0.0 0.0 0.218
H -2.09393 2.32407 -0.96191 0.3 0.1 -0.3 0.271
H -4.22166 0.06324 2.13646 0.0 0.0 0.0 0.322
H -4.45289 1.04530 0.67080 0.0 0.0 0.0 0.339
H -3.17681 1.44138 1.85686 -0.1 -0.1 0.0 0.336
H -2.93045 -1.42468 -1.12011 0.0 0.0 0.0 0.382
H -4.45487 -0.84819 -0.46339 0.0 0.0 -0.1 0.298
H -3.58307 -2.18230 0.32914 -0.1 0.1 0.0 0.316
H -1.24275 -2.16537 0.30620 -0.1 0.0 0.1 -0.016
H -0.06148 -2.78390 1.46748 0.0 0.0 0.0 0.356
H 0.38695 -2.60688 -0.23625 0.0 0.0 0.0 0.429
C -4.32777 1.51080 -4.47435 -0.1 0.0 0.0 0.012
Cl -4.94484 1.14296 -6.08585 0.0 0.0 0.0 -0.136
Cl -5.58441 1.28360 -3.25290 0.0 0.0 0.0 -0.131
Cl -2.90502 0.55169 -4.09469 0.0 0.0 -0.1 -0.036
H -4.04361 2.55476 -4.46098 0.0 0.0 0.0 0.266
C 4.42441 1.22510 -3.19673 0.0 0.0 0.1 -0.072
Cl 4.67534 1.02044 -1.46380 0.0 0.0 0.0 -0.087
Cl 3.43214 -0.08209 -3.84140 0.0 0.0 0.0 -0.102
Cl 3.68437 2.79152 -3.53294 0.1 0.0 -0.1 -0.118
H 5.38929 1.19568 -3.68528 0.0 0.0 0.0 0.398
C 3.83201 -0.02920 4.59356 -0.1 0.0 -0.1 0.508
Cl 2.66689 -0.61715 5.77720 0.0 0.0 0.0 -0.142
Cl 5.14250 0.85453 5.37730 0.0 0.0 0.0 -0.146
Cl 4.46059 -1.36340 3.62350 0.2 -0.1 0.1 -0.129
H 3.31113 0.64735 3.92643 0.0 0.0 0.0 -0.085
C 2.02258 -5.80935 2.35104 0.0 0.0 0.0 -0.047
Cl 2.80869 -4.39851 1.64852 0.0 0.0 0.0 -0.049
Cl 2.10423 -5.76594 4.10956 0.0 0.0 0.0 -0.119
Cl 0.34743 -5.93029 1.79985 0.0 0.0 0.0 -0.132
H 2.54473 -6.69387 2.01095 0.0 0.0 0.0 0.343

(3)
7
Properties=species:S:1:pos:R:3:forces:R:3:mulliken_charge:R:1 method="wB97M-V/def2-TZVPD" smiles=CN(Cl)Br multiplicity=1 energy_ha=-3128.75228 relative_energy_kcal_mol=69.6 lumo_energy_ev=-0.26
C 0.74258 -0.18799 0.04062 -2.4 1.7 0.8 -0.799
N -0.79400 0.25828 0.65762 3.7 -0.7 -1.3 -0.190
Cl -0.99031 1.80887 -0.10635 -0.5 0.1 0.0 -0.066
Br -1.98518 -1.04754 -0.04568 0.0 0.3 -0.1 -0.011
H 0.80471 -1.23456 0.18542 0.7 -0.8 1.5 0.351
H 0.71624 -0.19048 -1.00993 -0.7 0.6 -1.7 0.417
H 1.50596 0.59342 0.27831 -0.7 -1.1 0.8 0.298

(4)
10
Properties=species:S:1:pos:R:3:forces:R:3:mulliken_charge:R:1 method="wB97M-V/def2-TZVPD" multiplicity=1 energy_ha=-931.05889 relative_energy_kcal_mol=66.6 lumo_energy_ev="-0.60 / -1.76"
C 1.05918 1.25428 0.48163 1.5 3.6 -0.9 -0.801
O -2.69848 0.72507 -1.04888 1.2 -0.5 0.2 -0.476
O -3.14416 0.29438 1.29457 -1.7 2.7 -0.1 -0.438
P -2.27765 -0.36290 0.12686 0.2 0.5 -1.1 0.443
S 0.86595 0.16742 -0.85723 -0.9 -1.4 -0.4 -0.289
H 2.10896 1.80725 0.44553 -2.1 -1.0 -0.2 0.254
H 0.94714 0.98676 1.47278 0.1 -1.8 2.0 0.353
H 0.24344 1.98291 0.40091 0.6 0.6 -0.2 0.251
H -1.84646 0.94788 -1.48559 -0.5 0.0 -0.2 0.333
H -3.65050 1.18831 1.03847 1.8 -2.8 0.7 0.369

(5)
64
Properties=species:S:1:pos:R:3:forces:R:3:mulliken_charge:R:1 method="wB97M-V/def2-TZVPD" multiplicity=1 energy_ha=-2941.33552 relative_energy_kcal_mol=56.8 lumo_energy_ev=1.78 charge=-1
O 1.62759 0.58230 -5.62032 -0.6 1.2 -1.7 -0.473
C 1.41769 1.80675 -6.47223 0.5 0.2 0.7 -0.414
C 1.05665 1.00863 -7.72069 0.2 0.2 0.9 -0.931
H 2.36117 2.37750 -6.52882 -0.5 -0.1 0.1 0.389
H 0.57275 2.44806 -6.14492 0.9 -0.4 0.1 0.259
C 1.22246 -0.21554 -6.77506 -0.6 -0.1 -1.4 1.944
H 1.82212 1.09564 -8.50758 -0.5 -0.2 0.1 0.356
H 0.02871 1.19684 -8.06665 0.5 -0.2 -0.1 0.263
C 2.28998 -1.12502 -7.34151 0.1 -0.1 0.2 -1.805
H 3.25768 -0.60951 -7.33084 -0.1 -0.3 0.2 0.393
H 2.04688 -1.29670 -8.39647 0.0 -0.2 0.2 0.391
H 2.29557 -2.08870 -6.82248 0.4 0.1 0.0 0.400
C -0.09297 -0.95412 -6.58742 -0.2 -0.2 0.1 -1.497
H -0.87858 -0.29416 -6.17242 0.5 -0.4 -0.1 0.024
H 0.05198 -1.83874 -5.93562 -0.3 0.5 -0.2 0.374
H -0.44762 -1.29586 -7.58054 0.2 0.0 0.4 0.464
Zn 2.60694 0.51618 -1.88424 -1.4 -0.9 2.0 0.083
C -2.79350 -0.17027 1.05616 0.2 0.3 -0.3 -0.516
C -2.65855 1.23656 0.88422 -0.1 -0.4 -0.5 -0.824
C -2.76532 1.52487 -0.50540 -0.5 -0.8 0.4 -0.441
H -2.49540 1.97986 1.65888 0.0 -0.2 0.0 0.476
C -3.01711 0.28682 -1.16343 0.0 0.0 0.6 -0.524
C -2.97535 -0.76471 -0.22160 -0.2 0.9 0.3 -1.169
H -3.08099 -1.81955 -0.46016 -0.1 0.1 0.2 0.450
H -2.80063 -0.70537 1.99772 0.1 0.0 0.1 0.433
H -2.70953 2.51322 -0.96221 -0.1 -0.2 0.1 0.566
H -3.25343 0.13261 -2.20003 0.0 -0.2 0.4 0.895
C 2.07003 -1.31280 0.51673 0.8 0.1 -1.0 -0.649
C 0.87091 -1.52900 -0.22135 0.4 -0.8 -1.0 -0.319
C 1.24707 -1.86629 -1.54666 -0.1 0.2 0.3 -0.389
H -0.17009 -1.51631 0.13670 0.6 0.1 -0.1 0.533
C 2.67248 -1.74824 -1.67604 0.2 0.6 -0.5 -1.007
C 3.17806 -1.40240 -0.36925 0.0 -0.4 0.9 -0.591
H 4.24658 -1.49990 -0.10660 -0.8 0.4 0.0 0.465
H 2.14346 -1.09087 1.57414 -0.1 0.1 -0.2 0.498
H 0.63160 -2.28003 -2.34622 -0.1 0.5 0.3 0.455
H 3.28811 -2.15688 -2.48861 -0.4 0.1 0.4 0.651
O -0.34200 0.90611 -2.46391 -0.6 0.0 -1.3 -0.133
C -1.00073 -0.05438 -3.35014 0.5 0.4 0.3 -0.491
C -2.08787 0.76621 -4.06695 0.4 0.3 0.2 -1.094
H -1.33819 -0.91689 -2.74605 0.1 0.7 -0.3 0.254
H -0.20052 -0.35686 -4.07739 -0.9 0.0 0.5 -0.009
C -1.25915 2.02296 -4.34733 0.9 -0.4 -0.5 0.692
H -2.95994 1.02829 -3.43927 0.8 -0.1 -0.4 0.449
H -2.47347 0.24527 -4.93464 0.0 0.0 -0.4 0.427
C -0.51734 2.23425 -3.02474 -0.2 0.0 0.5 -0.760
H -1.79025 2.87347 -4.80879 0.2 -0.2 0.5 0.545
H -0.39644 1.74029 -4.98035 -1.1 0.0 -0.1 -1.246
H -1.07006 2.87182 -2.31440 0.2 -0.4 -0.1 0.416
H 0.48490 2.66977 -3.17694 -0.3 0.0 0.0 0.374
C 1.62712 1.94537 -0.64781 -0.4 0.2 -1.1 -0.324
C 1.72058 1.98508 0.81566 0.4 0.1 0.8 0.688
C 0.77210 1.25172 1.56078 0.3 0.0 -0.3 -0.004
C 0.90004 1.13505 2.92732 0.7 0.7 0.6 -0.661
C 1.87197 1.92018 3.56863 0.2 0.5 0.2 -0.505
C 2.69959 2.80828 2.86294 0.0 -0.2 -0.2 -0.475
C 2.66388 2.81252 1.47746 -1.1 -0.7 -0.5 -0.523
H 1.85814 2.94654 -1.03642 -0.2 -0.2 -0.2 0.955
H 0.58927 1.62826 -0.87477 0.8 0.4 -0.2 -0.306
H -0.07298 0.77010 1.06873 0.3 0.0 -0.1 0.059
H 0.26632 0.47117 3.52016 0.0 0.3 -0.3 0.418
H 1.94932 1.93480 4.64993 -0.1 -0.2 0.0 0.355
H 3.39215 3.50225 3.34518 -0.3 -0.4 0.2 0.340
H 3.26361 3.48857 0.85901 0.0 -0.3 0.4 0.350

(6)
67
Properties=species:S:1:pos:R:3:forces:R:3:mulliken_charge:R:1 method="wB97M-V/def2-TZVPD" multiplicity=1 energy_ha=-1924.05313 relative_energy_kcal_mol=1.9 lumo_energy_ev=1.98 charge=-1
C -1.01515 -0.60280 4.61053 0.5 -0.2 0.0 -1.258
C -1.31737 -1.79018 3.70743 -0.4 0.4 -0.2 0.754
F -1.57393 -2.91208 4.56402 0.2 -0.1 0.0 -0.388
In -3.02381 -1.52164 2.26329 -0.4 -0.2 -0.1 0.977
C -2.36308 -0.56307 0.33609 0.3 -0.2 0.4 -1.286
C -1.27856 -1.43973 -0.28936 -0.5 0.2 -0.1 0.271
C -0.66927 -0.89780 -1.58057 0.4 -0.1 0.0 -0.934
C 0.37598 0.19342 -1.34292 -0.2 0.0 -0.1 -0.152
O 1.50594 0.09379 -2.23006 0.0 0.1 -0.1 -0.477
B -3.69604 -3.65455 1.59346 0.0 0.1 0.1 0.092
O -3.18326 -4.81824 2.19096 0.0 0.1 0.1 -0.522
O -4.62914 -3.88806 0.56288 0.3 -0.4 0.0 -0.624
H 0.04894 -0.55512 4.87788 0.0 0.0 0.1 0.246
H -1.56611 -0.70087 5.54569 -0.3 0.1 -0.1 0.370
H -1.27459 0.33284 4.11621 -0.1 0.1 0.1 0.288
H -0.41540 -2.04188 3.14914 0.1 -0.2 0.1 -0.470
H -4.41528 -0.69196 3.00029 0.2 0.1 0.1 -0.463
H -2.01219 0.46524 0.48862 0.1 0.0 0.0 0.379
H -3.21984 -0.50970 -0.33110 0.1 -0.1 0.0 0.536
H -1.73794 -2.40826 -0.52149 0.1 -0.1 0.1 0.261
H -0.49495 -1.63341 0.44641 0.2 -0.1 -0.1 -0.348
H -0.17192 -1.71958 -2.11616 0.1 0.0 0.0 0.460
H -1.44870 -0.52196 -2.24655 -0.1 -0.1 0.0 0.160
H 0.72303 0.15752 -0.31017 0.0 0.0 0.1 0.149
H -0.05538 1.17327 -1.54411 0.1 0.1 0.1 0.281
H 1.77985 -0.82663 -2.22759 0.0 -0.1 0.1 0.240
H -2.46471 -5.15041 1.64361 0.0 -0.2 0.0 0.242
H -4.19861 -3.70631 -0.27652 -0.2 0.4 -0.2 0.280
C 3.52333 -4.63405 -0.05932 -0.1 0.1 -0.2 -1.487
C 3.52968 -3.55507 0.99395 0.0 -0.1 0.0 0.480
C 2.94983 -3.96144 2.33611 0.0 0.0 0.0 -0.515
O 2.41346 -2.73210 2.82497 0.0 0.0 0.0 -0.341
C 2.11000 -1.95294 1.75944 -0.1 -0.1 0.0 0.523
O 1.44645 -0.97417 1.79950 0.3 0.2 0.0 -0.418
O 2.65631 -2.47575 0.62591 0.1 0.1 0.0 -0.234
H 4.03748 -4.30179 -0.96068 0.0 0.0 0.0 0.358
H 4.02210 -5.52991 0.31213 0.0 0.0 0.0 0.383
H 2.49807 -4.88368 -0.33326 0.0 -0.1 0.1 0.347
H 4.53454 -3.14058 1.11832 0.0 0.0 0.0 0.240
H 3.69091 -4.34654 3.03201 0.0 0.1 0.1 0.297
H 2.13579 -4.68324 2.23316 0.0 0.0 -0.1 0.324
C 2.96634 2.50308 -3.74758 0.0 0.2 -0.1 -1.222
C 4.43157 2.42947 -4.07645 -0.1 0.0 0.1 0.516
C 5.35714 2.53992 -2.88223 0.1 -0.1 0.0 -0.435
O 6.52753 3.14888 -3.44695 0.0 0.0 0.1 -0.347
C 6.14184 3.85841 -4.53513 0.0 0.0 0.0 0.629
O 6.83465 4.63422 -5.11290 0.0 0.0 0.0 -0.545
O 4.86832 3.56174 -4.86546 0.0 -0.1 0.0 -0.360
H 2.35702 2.31849 -4.63122 0.0 0.0 0.0 0.342
H 2.71072 1.75239 -2.99580 0.0 0.0 -0.1 0.264
H 2.71424 3.49656 -3.37274 0.1 0.0 0.1 0.342
H 4.65279 1.52791 -4.65378 0.1 0.0 0.0 0.224
H 5.61409 1.58123 -2.44059 0.1 0.0 0.0 0.294
H 4.95359 3.19974 -2.11125 0.0 0.0 0.0 0.309
C -4.82643 4.86649 1.72603 -0.1 -0.1 0.1 -1.472
C -4.08917 3.95851 0.77422 0.0 0.1 0.0 0.543
C -4.22571 4.31572 -0.69416 0.1 0.0 0.0 -0.508
O -4.12156 3.04481 -1.33396 -0.1 0.0 0.0 -0.337
C -4.52526 2.09182 -0.43944 0.2 0.0 0.2 0.570
O -4.72345 0.95760 -0.70050 -0.4 0.2 -0.3 -0.498
O -4.64569 2.64026 0.79462 0.0 0.0 0.0 -0.287
H -4.60627 4.60253 2.75929 0.0 0.0 0.0 0.352
H -4.53564 5.90548 1.56306 0.0 0.0 0.0 0.381
H -5.90260 4.76803 1.58057 0.0 0.1 -0.1 0.352
H -3.03531 3.87838 1.05587 0.0 0.0 0.0 0.265
H -3.44399 4.97968 -1.05615 0.0 -0.1 0.0 0.307
H -5.20524 4.74811 -0.91952 0.0 0.0 0.1 0.301